# 1
Molecular formula: C66H165N11O22
Method: DFT, the ωB97M-V functional and the def2-TZVPD basis

Last column: Löwdin charge in e.
Geometry (Å):
1 C 0.320 -4.879 -3.845  -0.083
2 O 0.732 -3.742 -4.621  -0.184
3 C 1.877 -3.948 -5.369  -0.281
4 C 2.284 -2.617 -5.934  -0.219
5 N 2.790 -1.684 -4.912  -0.040
6 C 2.858 -0.349 -5.442  -0.249
7 C 3.430 0.669 -4.509  -0.206
8 O 2.457 0.959 -3.464  -0.174
9 C 2.962 1.894 -2.599  -0.162
10 H -0.044 -5.652 -4.522  0.083
11 H -0.535 -4.568 -3.244  0.085
12 H 1.120 -5.303 -3.240  0.085
13 H 1.763 -4.562 -6.262  0.120
14 H 2.654 -4.408 -4.757  0.125
15 H 1.445 -2.263 -6.532  0.121
16 H 3.058 -2.926 -6.637  0.117
17 H 2.240 -1.738 -4.067  0.110
18 H 1.858 -0.022 -5.727  0.122
19 H 3.466 -0.348 -6.346  0.123
20 H 3.632 1.519 -5.161  0.118
21 H 4.389 0.354 -4.099  0.124
22 H 3.128 2.872 -3.053  0.088
23 H 3.840 1.516 -2.077  0.090
24 H 2.196 2.091 -1.849  0.084
25 C -2.803 0.579 -11.562  -0.076
26 O -4.077 1.016 -11.003  -0.185
27 C -4.043 1.641 -9.747  -0.239
28 C -4.027 3.179 -9.906  -0.173
29 N -2.835 3.808 -10.585  -0.050
30 C -1.581 3.437 -9.928  -0.225
31 C -0.472 4.208 -10.587  -0.259
32 O -0.093 3.716 -11.853  -0.182
33 C 1.337 3.810 -12.058  -0.095
34 H -2.154 0.091 -10.834  0.085
35 H -2.309 1.458 -11.976  0.064
36 H -2.874 -0.057 -12.445  0.082
37 H -3.207 1.254 -9.165  0.108
38 H -4.938 1.399 -9.175  0.115
39 H -4.127 3.651 -8.929  0.106
40 H -4.923 3.493 -10.441  0.110
41 H -2.799 3.653 -11.583  0.100
42 H -1.305 2.393 -10.077  0.103
43 H -1.621 3.763 -8.889  0.130
44 H 0.423 4.111 -9.973  0.109
45 H -0.773 5.256 -10.580  0.126
46 H 1.841 3.136 -11.365  0.080
47 H 1.786 4.763 -11.777  0.081
48 H 1.647 3.593 -13.080  0.085
49 C 16.067 -1.550 -0.752  -0.113
50 O 15.318 -2.720 -0.982  -0.207
51 C 13.913 -2.568 -1.044  -0.210
52 C 13.163 -3.919 -1.101  -0.191
53 N 13.256 -4.569 0.201  -0.049
54 C 12.342 -4.051 1.264  -0.201
55 C 10.883 -4.138 0.909  -0.231
56 O 10.550 -2.939 0.204  -0.193
57 C 9.183 -2.877 -0.148  -0.116
58 H 15.956 -0.775 -1.510  0.085
59 H 17.106 -1.866 -0.651  0.088
60 H 15.754 -1.133 0.205  0.082
61 H 13.574 -1.871 -1.810  0.122
62 H 13.737 -2.148 -0.053  0.105
63 H 13.481 -4.486 -1.976  0.111
64 H 12.135 -3.852 -1.457  0.106
65 H 14.197 -4.443 0.547  0.092
66 H 12.573 -3.054 1.640  0.108
67 H 12.545 -4.667 2.141  0.115
68 H 10.309 -4.227 1.832  0.117
69 H 10.710 -5.092 0.411  0.128
70 H 8.789 -3.659 -0.798  0.083
71 H 9.003 -1.941 -0.676  0.087
72 H 8.585 -2.945 0.760  0.082
73 C 1.760 0.282 2.589  -0.091
74 O 0.957 -0.075 1.457  -0.206
75 C -0.175 -0.833 1.808  -0.223
76 C -0.910 -1.185 0.446  -0.176
77 N -1.384 0.058 -0.199  -0.070
78 C -2.194 -0.142 -1.431  -0.183
79 C -3.614 -0.597 -1.059  -0.264
80 O -4.463 -0.573 -2.177  -0.182
81 C -5.812 -0.641 -1.783  -0.110
82 H 1.138 0.785 3.331  0.082
83 H 2.545 0.964 2.262  0.086
84 H 2.210 -0.594 3.056  0.084
85 H -0.858 -0.320 2.484  0.114
86 H 0.139 -1.785 2.237  0.113
87 H -1.699 -1.928 0.566  0.108
88 H -0.137 -1.614 -0.190  0.109
89 H -0.584 0.564 -0.549  0.093
90 H -1.676 -0.911 -2.004  0.112
91 H -2.400 0.733 -2.046  0.121
92 H -3.929 -0.105 -0.138  0.120
93 H -3.542 -1.625 -0.703  0.105
94 H -5.973 -1.550 -1.204  0.083
95 H -6.431 -0.573 -2.677  0.091
96 H -5.998 0.208 -1.125  0.085
97 C 0.278 -5.416 7.324  -0.143
98 O 1.702 -5.363 7.374  -0.192
99 C 2.140 -5.102 8.762  -0.173
100 C 3.584 -4.670 8.604  -0.239
101 N 4.371 -4.824 9.790  -0.077
102 C 5.649 -4.151 9.582  -0.209
103 C 6.410 -4.386 10.874  -0.216
104 O 5.866 -3.480 11.838  -0.199
105 C 6.354 -3.467 13.164  -0.106
106 H 0.041 -5.575 6.272  0.081
107 H -0.267 -4.521 7.624  0.081
108 H -0.249 -6.252 7.783  0.079
109 H 1.865 -5.991 9.330  0.124
110 H 1.571 -4.277 9.190  0.112
111 H 3.653 -3.662 8.195  0.122
112 H 4.080 -5.372 7.934  0.125
113 H 3.929 -4.332 10.553  0.105
114 H 5.533 -3.107 9.290  0.121
115 H 6.144 -4.666 8.758  0.122
116 H 7.470 -4.242 10.664  0.113
117 H 6.376 -5.428 11.193  0.122
118 H 5.892 -2.718 13.807  0.087
119 H 7.440 -3.376 13.135  0.081
120 H 6.221 -4.438 13.642  0.080
121 C 1.991 5.116 9.809  -0.115
122 O 2.406 3.748 9.826  -0.213
123 C 3.722 3.584 10.431  -0.187
124 C 4.098 2.084 10.738  -0.203
125 N 3.436 1.469 11.890  -0.065
126 C 1.951 1.431 11.706  -0.206
127 C 1.360 0.490 12.692  -0.229
128 O 1.761 -0.833 12.279  -0.183
129 C 1.067 -1.899 12.887  -0.120
130 H 1.641 5.465 10.781  0.082
131 H 1.184 5.138 9.077  0.086
132 H 2.746 5.827 9.475  0.080
133 H 3.832 4.156 11.353  0.116
134 H 4.482 3.959 9.745  0.110
135 H 5.141 2.164 11.044  0.109
136 H 4.001 1.432 9.870  0.112
137 H 3.847 0.587 12.159  0.099
138 H 1.753 1.088 10.690  0.122
139 H 1.487 2.409 11.835  0.116
140 H 0.297 0.723 12.621  0.117
141 H 1.567 0.727 13.735  0.125
142 H 1.213 -1.923 13.967  0.082
143 H 1.526 -2.826 12.543  0.079
144 H -0.007 -1.948 12.707  0.085
145 C -1.779 6.800 -0.103  -0.123
146 O -1.487 6.344 1.200  -0.197
147 C -2.501 5.462 1.719  -0.209
148 C -2.056 4.966 3.112  -0.208
149 N -2.988 3.997 3.652  -0.093
150 C -2.937 3.693 5.059  -0.209
151 C -3.936 2.566 5.473  -0.190
152 O -3.639 2.054 6.803  -0.207
153 C -4.435 0.933 7.254  -0.097
154 H -1.099 7.642 -0.234  0.088
155 H -2.767 7.226 -0.275  0.082
156 H -1.628 5.943 -0.760  0.087
157 H -2.761 4.631 1.065  0.116
158 H -3.434 6.007 1.863  0.118
159 H -2.140 5.857 3.734  0.119
160 H -1.033 4.590 3.115  0.120
161 H -2.799 3.161 3.118  0.106
162 H -3.099 4.608 5.629  0.119
163 H -1.952 3.307 5.324  0.113
164 H -3.816 1.783 4.724  0.107
165 H -4.974 2.876 5.351  0.116
166 H -5.466 1.273 7.349  0.079
167 H -4.129 0.626 8.254  0.082
168 H -4.370 0.076 6.583  0.080
169 C -11.753 -5.086 -5.158  -0.139
170 O -10.688 -5.291 -6.056  -0.179
171 C -11.073 -4.805 -7.377  -0.194
172 C -9.812 -4.576 -8.248  -0.211
173 N -8.984 -5.793 -8.285  -0.047
174 C -7.588 -5.406 -8.463  -0.198
175 C -6.628 -6.532 -7.965  -0.221
176 O -6.461 -7.597 -8.893  -0.196
177 C -5.453 -8.536 -8.479  -0.097
178 H -11.375 -5.131 -4.136  0.086
179 H -12.549 -5.830 -5.143  0.079
180 H -12.357 -4.194 -5.329  0.079
181 H -11.718 -3.927 -7.409  0.113
182 H -11.637 -5.609 -7.851  0.118
183 H -9.356 -3.666 -7.859  0.106
184 H -10.105 -4.306 -9.263  0.115
185 H -9.026 -6.250 -7.385  0.088
186 H -7.315 -4.498 -7.924  0.106
187 H -7.397 -5.241 -9.523  0.119
188 H -7.019 -6.980 -7.051  0.112
189 H -5.677 -6.130 -7.617  0.110
190 H -5.346 -9.199 -9.337  0.088
191 H -5.754 -9.092 -7.591  0.082
192 H -4.537 -7.986 -8.263  0.080
193 C -8.407 -2.437 2.269  -0.086
194 O -9.137 -1.195 2.192  -0.209
195 C -10.215 -1.083 3.102  -0.232
196 C -11.116 0.139 2.764  -0.196
197 N -11.728 -0.171 1.468  -0.064
198 C -12.358 1.034 0.926  -0.197
199 C -13.007 0.851 -0.472  -0.276
200 O -12.145 1.303 -1.434  -0.174
201 C -12.784 1.127 -2.690  -0.103
202 H -8.348 -2.981 3.211  0.084
203 H -7.429 -2.048 1.987  0.084
204 H -8.806 -3.102 1.502  0.084
205 H -9.779 -0.852 4.074  0.110
206 H -10.707 -2.044 3.248  0.119
207 H -10.516 1.049 2.734  0.113
208 H -11.889 0.259 3.523  0.118
209 H -10.994 -0.428 0.824  0.104
210 H -11.634 1.848 0.886  0.113
211 H -13.144 1.452 1.554  0.113
212 H -13.929 1.424 -0.578  0.111
213 H -13.419 -0.152 -0.590  0.119
214 H -13.538 1.898 -2.850  0.089
215 H -13.120 0.092 -2.762  0.090
216 H -12.045 1.354 -3.457  0.087
217 C -12.742 13.382 -11.370  -0.127
218 O -12.065 13.051 -10.180  -0.183
219 C -11.024 12.120 -10.368  -0.229
220 C -10.585 11.635 -8.974  -0.199
221 N -9.548 10.636 -9.207  -0.086
222 C -8.773 10.281 -8.028  -0.226
223 C -9.550 9.465 -7.074  -0.218
224 O -8.718 8.731 -6.140  -0.175
225 C -9.512 7.714 -5.576  -0.146
226 H -12.116 14.060 -11.949  0.084
227 H -13.674 13.890 -11.120  0.085
228 H -13.094 12.626 -12.071  0.083
229 H -10.182 12.632 -10.834  0.122
230 H -11.363 11.285 -10.980  0.126
231 H -11.449 11.219 -8.455  0.122
232 H -10.170 12.470 -8.409  0.120
233 H -8.946 11.043 -9.908  0.100
234 H -8.326 11.150 -7.546  0.119
235 H -7.933 9.809 -8.539  0.127
236 H -10.237 8.773 -7.562  0.123
237 H -10.103 10.146 -6.428  0.125
238 H -9.779 7.024 -6.376  0.082
239 H -10.415 7.995 -5.033  0.087
240 H -8.968 7.073 -4.883  0.084
241 C 12.378 -1.654 5.896  -0.173
242 O 13.038 -2.771 6.305  -0.179
243 C 14.100 -2.462 7.235  -0.195
244 C 15.099 -3.635 7.272  -0.180
245 N 16.035 -3.594 6.134  -0.072
246 C 17.086 -4.513 6.210  -0.265
247 C 17.941 -4.466 4.940  -0.220
248 O 17.198 -5.036 3.863  -0.193
249 C 17.994 -5.187 2.645  -0.079
250 H 12.100 -1.054 6.763  0.080
251 H 11.410 -1.924 5.472  0.090
252 H 12.916 -0.940 5.274  0.089
253 H 13.667 -2.273 8.217  0.117
254 H 14.650 -1.565 6.951  0.118
255 H 14.505 -4.549 7.262  0.119
256 H 15.636 -3.603 8.220  0.118
257 H 15.581 -3.952 5.306  0.108
258 H 16.810 -5.509 6.557  0.124
259 H 17.697 -4.049 6.985  0.119
260 H 18.828 -5.077 5.105  0.116
261 H 18.309 -3.456 4.760  0.122
262 H 17.295 -5.309 1.818  0.082
263 H 18.699 -6.015 2.566  0.077
264 H 18.670 -4.337 2.555  0.078

Summary:
LUMO = 0.35 eV
SMILES = COCCNCCOC.COCCNCCOC.COCCNCCOC.COCCNCCOC.COCCNCCOC.COCCNCCOC.COCCNCCOC.COCCNCCOC.COCCNCCOC.COCCNCCOC.COCCNCCOC
Frontier orbital gap = 8.78 eV
Net charge = 0
Highest occupied orbital energy = -0.3098 Eh



# 2
Molecular formula: C26H20BI2N6O2Tc
Method: DFT, the ωB97M-V functional and the def2-TZVPD basis

Last column: Löwdin charge in e.
Geometry (Å):
1 Tc 0.167 -0.064 0.568  1.479
2 C -0.607 4.043 0.998  -0.008
3 C 0.066 3.001 0.385  -0.102
4 N -0.127 1.877 1.087  -0.120
5 N -0.927 2.169 2.134  0.004
6 C -1.238 3.465 2.093  -0.019
7 B -1.465 1.047 3.053  -0.477
8 N -0.251 0.190 3.482  -0.013
9 C 0.128 -0.189 4.704  -0.031
10 C 1.239 -1.012 4.591  -0.018
11 C 1.486 -1.087 3.228  -0.106
12 N 0.577 -0.361 2.566  -0.128
13 N -2.379 0.150 2.192  -0.015
14 C -3.702 -0.050 2.249  -0.031
15 C -4.060 -0.924 1.238  -0.016
16 C -2.867 -1.209 0.582  -0.131
17 N -1.862 -0.558 1.169  -0.098
18 H -0.652 5.069 0.680  0.113
19 H 0.668 3.001 -0.508  0.133
20 H -1.867 3.910 2.845  0.139
21 H -2.033 1.484 3.999  0.128
22 H -0.402 0.143 5.581  0.137
23 H 1.789 -1.484 5.385  0.110
24 H 2.263 -1.619 2.703  0.117
25 H -4.304 0.440 2.997  0.135
26 H -5.043 -1.288 0.997  0.110
27 H -2.698 -1.856 -0.265  0.109
28 I 0.545 -2.710 -0.277  1.166
29 C 2.547 -2.241 -0.831  -0.556
30 C 3.278 -3.192 -1.478  -0.132
31 C 4.623 -2.918 -1.777  -0.056
32 C 5.179 -1.733 -1.385  -0.010
33 C 4.420 -0.758 -0.698  -0.156
34 C 5.021 0.434 -0.236  -0.011
35 C 4.291 1.348 0.467  -0.057
36 C 2.919 1.141 0.686  -0.114
37 C 2.255 0.020 0.223  -0.246
38 C 3.037 -0.981 -0.431  -0.249
39 H 2.840 -4.141 -1.754  0.103
40 H 5.210 -3.662 -2.298  0.117
41 H 6.222 -1.525 -1.586  0.123
42 H 6.073 0.600 -0.434  0.123
43 H 4.761 2.243 0.854  0.114
44 H 2.380 1.903 1.235  0.084
45 I -4.398 -1.584 -6.876  0.879
46 C -3.461 -0.796 -5.166  -0.713
47 C -3.951 0.370 -4.593  -0.132
48 C -3.353 0.864 -3.447  -0.004
49 C -2.261 0.207 -2.889  -0.145
50 C -1.764 -0.946 -3.489  -0.025
51 C -2.368 -1.457 -4.625  -0.141
52 C -1.703 0.697 -1.598  -0.561
53 O -2.317 1.484 -0.901  0.073
54 O -0.507 0.209 -1.285  -0.281
55 H -4.795 0.883 -5.034  0.098
56 H -3.728 1.757 -2.967  0.124
57 H -0.904 -1.443 -3.059  0.089
58 H -1.993 -2.361 -5.085  0.095

Summary:
LUMO (alpha / beta) = -3.42 / -4.72 eV
Multiplicity = 4
Frontier orbital gap (alpha / beta) = 7.37 / 6.06 eV
Net charge = +1
Highest occupied orbital energy (alpha / beta) = -0.3965 / -0.3964 Eh



# 3
Molecular formula: C3H4N2O
Method: DFT, the ωB97M-V functional and the def2-TZVPD basis

Last column: Löwdin charge in e.
Geometry (Å):
1 C -0.832 1.726 -1.824  -0.040
2 N -0.081 0.906 -1.176  -0.051
3 N -0.852 0.506 -0.025  0.001
4 C -0.406 -0.509 0.642  -0.113
5 C 0.939 -1.138 0.696  -0.224
6 O 1.271 -1.637 1.760  0.058
7 H -1.716 2.244 -1.257  0.104
8 H -0.598 2.158 -2.783  0.055
9 H -0.995 -0.707 1.515  0.103
10 H 1.467 -0.955 -0.237  0.107

Summary:
LUMO = -0.62 eV
SMILES = C=N/N=C\C=O
Frontier orbital gap = 9.07 eV
Net charge = 0
Highest occupied orbital energy = -0.3560 Eh



# 4
Molecular formula: C4H9N3
Method: DFT, the ωB97M-V functional and the def2-TZVPD basis

Last column: Löwdin charge in e.
Geometry (Å):
1 C 0.113 1.351 1.142  -0.135
2 C 0.953 -1.836 0.055  -0.067
3 N -0.738 1.190 -0.036  -0.034
4 C 0.867 1.112 -0.079  -0.311
5 C -1.840 -0.321 0.066  -0.155
6 N 1.959 1.207 -0.632  0.170
7 N -2.788 -0.345 -0.659  0.059
8 H -1.215 1.985 -0.439  0.111
9 H 2.036 0.958 -1.617  0.075
10 H -3.285 -0.718 -1.446  0.058
11 H 0.014 0.532 1.845  0.101
12 H 0.205 2.342 1.578  0.114
13 H -0.035 -1.313 0.148  -0.042
14 H 1.691 -1.511 0.779  0.022
15 H 0.685 -2.875 0.233  0.019
16 H 1.378 -1.757 -0.939  0.016

Summary:
LUMO = 0.82 eV
Frontier orbital gap = 8.29 eV
Net charge = 0
Highest occupied orbital energy = -0.2746 Eh



Result set for energy relative to the best compared isomer or geometry (same formula, charge and spin): 7.147; 0.000; 3.478; 6.029 eV, one per record in the order listed.